Entry 1:
DFT (ωB97M-V/def2-TZVPD) results for one molecule with the formula CH6N4O3S.

Positions of all 15 atoms, in Å:
C 0.24 -0.64 -0.51
N -0.40 -1.53 -1.13
N 1.56 -0.87 -0.18
N -0.18 0.69 -0.33
N -1.52 1.04 -0.68
O -0.39 2.76 1.48
O 1.88 2.08 1.04
O 0.33 0.41 2.12
S 0.51 1.68 1.12
H -1.42 -1.43 -1.35
H 1.74 -1.83 -0.46
H 2.16 -0.10 -0.45
H -2.08 1.08 0.22
H 0.89 0.41 2.83
H -1.59 1.99 -1.04

For the HOMO-LUMO gap (alpha / beta), the calculation gives 5.7 / 6.8 eV. Its spin multiplicity is 3. Its expectation value of S² is 2.036. The net charge is 0.


Entry 2:
DFT (ωB97M-V/def2-TZVPD) results for one molecule with the formula CH6N4S.

Positions of all 12 atoms, in Å:
H 0.53 2.64 0.54
N -0.07 2.27 -0.18
C -0.25 1.01 -0.15
N -0.88 0.35 -1.19
N -1.40 -0.94 -1.10
N 0.12 0.17 0.91
S 1.12 -1.24 0.77
H -1.46 0.96 -1.76
H -1.78 -1.20 -0.18
H -0.65 -1.58 -1.30
H 0.33 0.73 1.77
H 2.29 -0.66 0.42

For the HOMO-LUMO gap, the calculation gives 9.8 eV. The net charge is 0.


Entry 3:
DFT (ωB97M-V/def2-TZVPD) results for one molecule with the formula CH6N4S2.

Positions of all 13 atoms, in Å:
N -0.40 2.23 -0.69
N -0.07 1.50 0.52
C -0.01 0.23 0.29
N -0.06 -0.34 -0.96
S -0.81 -1.84 -1.27
N 0.12 -0.59 1.40
S 1.34 -1.80 1.46
H 0.38 2.90 -0.81
H -1.16 2.83 -0.43
H -0.24 0.37 -1.67
H 0.30 -2.55 -1.55
H 0.06 -0.05 2.23
H 0.54 -2.87 1.46

For the HOMO-LUMO gap, the calculation gives 9.6 eV. The net charge is 0.


Entry 4:
DFT (ωB97M-V/def2-TZVPD) results for an isolated ion of composition CH6N5 and charge +1.

Positions of all 12 atoms, in Å:
C 0.42 0.49 -0.03
N -0.09 1.72 -1.90
N -0.42 -0.37 -0.55
N 0.22 1.64 -0.71
N 1.12 0.45 1.13
N -0.74 -1.66 0.14
H -0.44 2.61 -2.31
H 1.13 -0.34 1.70
H 1.63 1.28 1.59
H -1.87 -1.63 0.07
H -0.55 -1.76 1.22
H -0.41 -2.44 -0.34

For the HOMO-LUMO gap (alpha / beta), the calculation gives 8.0 / 8.8 eV. Its spin multiplicity is 3. Its expectation value of S² is 2.009. The net charge is +1.


Entry 5:
DFT (ωB97M-V/def2-TZVPD) results for a 2-piece molecular cluster, CH6NO overall.

Positions of all 9 atoms, in Å:
N -0.12 1.48 -0.81
H -0.52 1.51 -1.74
H -0.70 1.91 -0.10
H 0.80 1.90 -0.96
H 0.07 0.50 -0.52
O 0.01 -1.10 0.11
C 0.13 -1.85 1.05
H 0.01 -1.43 2.06
H 0.32 -2.92 0.90

For the HOMO-LUMO gap, the calculation gives 11.2 eV. The net charge is +1.


Entry 6:
DFT (ωB97M-V/def2-TZVPD) results for a 2-piece molecular cluster, CH6NO2 overall.

Positions of all 10 atoms, in Å:
N 1.75 -0.59 -0.30
C 0.75 0.34 0.32
O -0.33 -0.27 0.82
H 1.67 -1.41 0.30
H 1.31 -0.92 -1.15
H 1.36 0.92 1.05
H 0.54 1.07 -0.52
H -1.64 0.36 0.21
H -2.93 -0.18 -0.42
O -2.48 0.67 -0.32

For the HOMO-LUMO gap, the calculation gives 8.0 eV. The net charge is -1.


Entry 7:
DFT (ωB97M-V/def2-TZVPD) results for one molecule with the formula CH6NO2P.

Positions of all 11 atoms, in Å:
N -0.70 0.98 0.81
C 0.24 -0.09 0.48
P 0.21 0.15 -1.31
O 0.87 1.40 -1.67
O 0.94 -1.23 -1.98
H -1.66 0.56 0.88
H -0.53 1.45 1.77
H 1.24 0.23 0.74
H 0.00 -1.02 0.93
H -1.15 -0.05 -1.79
H 1.64 -0.89 -2.50

For the HOMO-LUMO gap, the calculation gives 10.8 eV. The net charge is 0.


Entry 8:
DFT (ωB97M-V/def2-TZVPD) results for CH6NO4 as an isolated structure.

Positions of all 12 atoms, in Å:
N 0.69 1.35 0.79
C 1.52 0.33 0.18
O 1.35 -0.87 0.73
O 2.31 0.66 -0.70
H -0.26 1.05 0.78
H 1.16 2.03 0.24
H -1.70 0.56 -1.69
H -1.64 -0.34 -0.40
O -2.01 0.50 -0.76
H 0.18 -1.12 0.32
H -0.74 -2.53 0.21
O -0.87 -1.62 0.31

For the HOMO-LUMO gap, the calculation gives 9.2 eV. The net charge is -1.


Entry 9:
DFT (ωB97M-V/def2-TZVPD) results for a 3-piece molecular cluster, CH6NO4 overall.

Positions of all 12 atoms, in Å:
N -2.06 1.62 0.48
C -0.92 0.76 -0.04
O -1.35 -0.30 -0.46
O 0.17 1.36 0.00
H -2.98 1.62 0.21
H -1.87 2.72 0.49
H 3.10 -0.71 0.32
H 2.47 -0.66 1.59
O 3.28 -0.91 1.21
H -0.47 -1.72 -0.75
H 0.58 -1.36 -1.77
O 0.29 -2.12 -1.14

For the HOMO-LUMO gap, the calculation gives 9.0 eV. The net charge is -1.


Entry 10:
DFT (ωB97M-V/def2-TZVPD) results for one molecule with the formula CH6NOP.

Positions of all 10 atoms, in Å:
C -0.37 -1.07 0.91
P 0.57 0.25 -0.07
N -0.51 1.34 -0.81
O 1.65 0.95 0.61
H -0.87 -1.67 0.23
H 0.61 -1.44 1.43
H -1.13 -0.49 1.55
H 1.20 -0.76 -1.26
H -1.23 0.88 -1.33
H 0.06 2.02 -1.25

For the HOMO-LUMO gap, the calculation gives 10.8 eV. The net charge is 0.


Entry 11:
DFT (ωB97M-V/def2-TZVPD) results for a 2-piece molecular cluster, CH6NOS overall.

Positions of all 10 atoms, in Å:
C -0.50 -0.27 -0.39
N 0.14 0.28 1.07
O -1.74 -0.61 -0.18
S -0.06 0.98 -1.56
H 0.04 -1.25 -0.55
H -0.22 1.15 1.36
H 1.19 0.49 0.75
H -0.15 -0.45 1.69
H -2.28 0.15 -0.26
H 0.04 -0.73 -3.15

For the HOMO-LUMO gap (alpha / beta), the calculation gives 7.6 / 7.6 eV. The net charge is +1.


Entry 12:
DFT (ωB97M-V/def2-TZVPD) results for a 2-piece molecular cluster, CH6NPS overall.

Positions of all 10 atoms, in Å:
H 1.06 -2.53 0.83
N 0.85 -1.67 1.35
P 1.81 -0.52 1.68
H 3.27 -1.18 1.53
C -1.19 0.76 -0.44
S -1.83 1.58 -1.88
H -1.57 1.39 0.34
H 0.00 0.80 -0.34
H -1.67 -0.14 -0.37
H -0.72 1.52 -2.68

For the HOMO-LUMO gap, the calculation gives 8.3 eV. The net charge is 0.


Entry 13:
DFT (ωB97M-V/def2-TZVPD) results for a 2-piece molecular cluster, CH6NS overall.

Positions of all 9 atoms, in Å:
N 1.81 0.49 -1.71
H 1.60 0.88 -2.62
H 1.98 1.30 -1.11
H 1.04 0.00 -1.25
C -0.33 -0.43 1.71
S -0.91 -0.08 0.03
H 0.53 0.28 1.85
H -1.17 -0.30 2.40
H -0.05 -1.48 1.75

For the HOMO-LUMO gap (alpha / beta), the calculation gives 10.3 / 7.0 eV. Its spin multiplicity is 2. Its expectation value of S² is 0.753. The net charge is 0.


Entry 14:
DFT (ωB97M-V/def2-TZVPD) results for a 2-piece molecular cluster, CH6NS overall.

Positions of all 9 atoms, in Å:
C 0.47 -0.04 -0.14
N -0.74 0.00 0.71
S 1.18 -1.64 -0.24
H -0.25 0.82 -2.00
H 1.13 0.84 0.01
H -1.39 0.52 0.17
H -0.50 0.45 1.61
H -0.84 -1.00 0.88
H 2.53 -1.27 -0.45

For the HOMO-LUMO gap (alpha / beta), the calculation gives 9.0 / 8.6 eV. The net charge is +1.


Entry 15:
DFT (ωB97M-V/def2-TZVPD) results for an isolated ion of composition CH6NS2 and charge +1.

Positions of all 10 atoms, in Å:
N -0.64 0.69 0.33
C -0.63 -0.75 0.00
S 0.40 -0.57 -1.69
S 1.97 0.52 -0.84
H 0.38 1.01 0.10
H -0.78 0.83 1.35
H -1.43 1.14 -0.05
H -1.63 -1.21 -0.20
H -0.01 -1.32 0.82
H 2.37 -0.35 0.19

For the HOMO-LUMO gap, the calculation gives 10.1 eV. The net charge is +1.


Entry 16:
DFT (ωB97M-V/def2-TZVPD) results for a 2-piece molecular cluster, CH6O overall.

Positions of all 8 atoms, in Å:
C -1.24 0.22 0.44
H -0.37 -0.19 0.94
H -1.30 1.21 0.64
H -2.10 -0.02 0.89
H -1.55 0.13 -0.67
O 2.29 -0.23 -1.14
H 1.57 -0.92 -0.91
H 2.69 -0.20 -0.18

For the HOMO-LUMO gap, the calculation gives 12.2 eV. The net charge is 0.


Entry 17:
DFT (ωB97M-V/def2-TZVPD) results for a 2-piece molecular cluster, CH6O overall.

Positions of all 8 atoms, in Å:
C -0.08 -1.71 -1.42
H -0.43 -1.15 -2.30
H 0.97 -1.99 -1.56
H -0.17 -1.08 -0.52
H -0.69 -2.61 -1.29
O 0.24 2.89 2.75
H -0.06 2.07 2.30
H 0.23 3.58 2.04

For the HOMO-LUMO gap, the calculation gives 12.3 eV. The net charge is 0.


Entry 18:
DFT (ωB97M-V/def2-TZVPD) results for a 3-piece molecular cluster, CH6O3 overall.

Positions of all 10 atoms, in Å:
C -0.21 -2.43 -0.81
O 0.37 -1.93 -1.73
H -1.35 -2.49 -0.78
H 0.24 -3.01 -0.03
O -0.84 0.14 1.49
H -1.14 -0.07 0.63
H -0.47 1.01 1.32
O 0.84 3.00 0.16
H 1.66 2.79 0.51
H 0.92 2.99 -0.77

For the HOMO-LUMO gap, the calculation gives 11.0 eV. The net charge is 0.


Entry 19:
DFT (ωB97M-V/def2-TZVPD) results for a 3-piece molecular cluster, CH6O3 overall.

Positions of all 10 atoms, in Å:
O 0.72 1.30 -1.88
C 1.52 1.23 -0.96
H 1.34 0.63 -0.05
H 2.38 1.71 -1.02
H 0.57 -3.01 1.34
H 0.48 -1.76 2.26
O 0.75 -2.65 2.22
H -3.17 -0.09 0.10
H -1.88 0.71 -0.56
O -2.56 0.65 0.13

For the HOMO-LUMO gap (alpha / beta), the calculation gives 6.2 / 2.9 eV. Its spin multiplicity is 2. Its expectation value of S² is 0.759. The net charge is +1.


Entry 20:
DFT (ωB97M-V/def2-TZVPD) results for a 3-piece molecular cluster, CH6O4 overall.

Positions of all 11 atoms, in Å:
O 0.87 0.86 0.24
C -0.24 1.27 0.25
O -0.86 2.04 -0.69
H -1.03 0.92 0.94
H -1.66 1.59 -1.02
O -0.43 -1.09 -2.03
H 0.27 -0.49 -1.81
H -0.23 -1.86 -1.48
O 0.88 -1.32 2.09
H 1.28 -0.50 2.34
H 1.13 -1.41 1.16

For the HOMO-LUMO gap, the calculation gives 11.7 eV. The net charge is 0.